ORCA calculation (ωB97M-V with the def2-TZVPD basis set) on a structure of composition C64H48MnN3O3P2S.

Geometry as XYZ:
```
122
Properties=species:S:1:pos:R:3:lowdin_charge:R:1
Mn 0.44 0.17 -0.18 0.378
O 0.55 2.08 -1.50 -0.391
S 0.57 2.33 -0.02 0.935
C 1.91 3.31 0.51 -0.277
C 1.63 4.59 0.97 -0.012
C 2.63 5.47 1.41 0.025
C 3.92 5.02 1.41 -0.112
C 5.19 5.71 1.84 -0.072
C 6.31 4.66 1.62 -0.073
C 5.59 3.44 1.10 -0.125
C 6.05 2.20 0.76 0.027
C 5.12 1.26 0.29 -0.053
C 3.77 1.50 0.15 -0.267
P 2.80 0.15 -0.61 1.098
C 3.59 -1.39 -0.05 -0.391
C 3.95 -1.57 1.29 -0.090
C 4.44 -2.79 1.72 -0.046
C 4.60 -3.84 0.83 -0.047
C 4.24 -3.67 -0.50 -0.055
C 3.74 -2.45 -0.94 -0.111
C 3.22 0.23 -2.39 -0.331
C 4.54 -0.01 -2.78 -0.091
C 4.92 0.15 -4.10 -0.046
C 4.00 0.55 -5.05 -0.046
C 2.68 0.79 -4.68 -0.053
C 2.29 0.63 -3.35 -0.087
C 3.26 2.78 0.52 -0.137
C 4.21 3.70 0.99 -0.069
C -0.88 3.13 0.49 -0.335
C -1.36 4.17 -0.27 -0.029
C -2.41 4.99 0.19 0.025
C -2.91 4.75 1.45 -0.112
C -3.95 5.48 2.27 -0.072
C -4.04 4.69 3.61 -0.072
C -3.05 3.56 3.45 -0.119
C -2.69 2.53 4.29 0.027
C -1.77 1.57 3.81 -0.043
C -1.17 1.64 2.56 -0.267
P -0.29 0.15 2.04 1.124
C -1.49 -1.19 2.25 -0.336
C -1.08 -2.50 2.51 -0.111
C -2.01 -3.51 2.63 -0.051
C -3.36 -3.23 2.47 -0.044
C -3.78 -1.94 2.20 -0.046
C -2.85 -0.92 2.09 -0.076
C 1.03 -0.05 3.28 -0.323
C 2.10 0.84 3.19 -0.104
C 3.08 0.86 4.17 -0.054
C 2.99 -0.01 5.25 -0.039
C 1.92 -0.88 5.36 -0.040
C 0.93 -0.90 4.38 -0.071
C -1.45 2.76 1.73 -0.130
C -2.43 3.65 2.19 -0.074
H 0.61 4.94 0.98 0.110
H 2.36 6.46 1.74 0.134
H 5.12 6.02 2.89 0.135
H 5.35 6.62 1.26 0.136
H 6.85 4.43 2.54 0.132
H 7.05 5.00 0.90 0.134
H 7.10 1.94 0.83 0.133
H 5.51 0.28 0.03 0.104
H 3.85 -0.75 2.00 0.091
H 4.73 -2.92 2.76 0.117
H 5.00 -4.79 1.17 0.120
H 4.37 -4.48 -1.21 0.120
H 3.45 -2.34 -1.98 0.115
H 5.28 -0.35 -2.07 0.104
H 5.95 -0.05 -4.38 0.119
H 4.30 0.69 -6.08 0.119
H 1.95 1.10 -5.41 0.115
H 1.26 0.83 -3.09 0.076
H -0.90 4.39 -1.23 0.136
H -2.77 5.80 -0.42 0.133
H -4.91 5.51 1.75 0.132
H -3.66 6.52 2.43 0.133
H -5.04 4.31 3.80 0.131
H -3.77 5.32 4.46 0.133
H -3.11 2.42 5.27 0.131
H -1.56 0.72 4.45 0.122
H -0.03 -2.72 2.63 0.106
H -1.69 -4.52 2.85 0.121
H -4.09 -4.03 2.58 0.120
H -4.83 -1.72 2.08 0.119
H -3.18 0.09 1.87 0.119
H 2.17 1.53 2.36 0.072
H 3.90 1.56 4.09 0.118
H 3.76 0.01 6.02 0.122
H 1.84 -1.54 6.21 0.122
H 0.08 -1.56 4.51 0.102
C -6.32 -3.02 -8.12 -0.003
O -7.00 -3.68 -7.02 -0.007
C -6.35 -3.96 -5.91 -0.240
C -4.97 -3.70 -5.72 0.026
C -4.39 -4.00 -4.52 0.016
C -5.18 -4.57 -3.48 -0.248
C -6.54 -4.91 -3.72 0.030
C -7.12 -4.58 -4.90 0.045
N -4.67 -4.95 -2.29 0.146
N -3.65 -4.61 -1.70 0.140
C -3.10 -3.35 -1.58 -0.198
C -3.83 -2.17 -1.75 0.032
C -3.28 -0.94 -1.45 0.038
C -1.97 -0.85 -0.99 -0.302
O -1.39 0.27 -0.65 -0.146
C -1.20 -2.04 -0.84 -0.138
N 0.07 -1.86 -0.38 0.057
C 0.77 -2.93 -0.07 -0.085
C 0.28 -4.24 -0.24 0.009
C -0.97 -4.43 -0.75 0.049
C -1.76 -3.30 -1.06 -0.071
H -7.11 -2.77 -8.82 0.107
H -5.62 -3.71 -8.57 0.109
H -5.83 -2.12 -7.77 0.100
H -4.37 -3.32 -6.53 0.118
H -3.33 -3.86 -4.37 0.127
H -7.09 -5.42 -2.94 0.134
H -8.16 -4.81 -5.11 0.142
H -4.86 -2.23 -2.08 0.131
H -3.86 -0.03 -1.55 0.136
H 1.76 -2.78 0.34 0.089
H 0.91 -5.07 0.04 0.129
H -1.38 -5.42 -0.88 0.132
```

Computed properties:
HOMO-LUMO gap (alpha / beta): 5.720 / 6.104 eV
E_HOMO (alpha / beta): -0.518 / -0.542 Ha
2S+1: 2
net charge: +3
<S²>: 0.81
total energy: -138468.6962 eV

***

ORCA calculation (ωB97M-V with the def2-TZVPD basis set) on a structure of composition C64H50IrN5OP3SSe4Si.

Geometry as XYZ:
```
130
Properties=species:S:1:pos:R:3:lowdin_charge:R:1
Ir -0.51 0.44 -0.20 0.813
Se 0.48 2.47 0.99 0.258
P 0.93 4.32 -0.24 0.617
Se 2.01 2.08 -2.51 0.036
C 0.50 5.57 1.04 -0.472
C -0.80 5.89 1.42 -0.099
C -1.04 6.87 2.36 -0.087
C 0.02 7.56 2.94 -0.099
C 1.32 7.25 2.58 -0.097
C 1.56 6.26 1.63 -0.121
C -0.47 4.65 -1.39 -0.472
C -0.22 5.62 -2.36 -0.114
C -1.16 5.94 -3.32 -0.089
C -2.38 5.28 -3.33 -0.091
C -2.66 4.33 -2.36 -0.082
C -1.71 4.02 -1.39 -0.145
H -1.63 5.35 0.98 0.099
H -2.06 7.11 2.65 0.100
H -0.17 8.34 3.67 0.097
H 2.15 7.78 3.03 0.098
H 2.57 6.03 1.34 0.093
H 0.74 6.13 -2.36 0.100
H -0.94 6.69 -4.07 0.100
H -3.11 5.50 -4.10 0.099
H -3.61 3.82 -2.36 0.089
H -1.93 3.30 -0.62 0.051
Se 0.88 -5.68 -4.50 0.363
P 0.47 -5.83 -2.45 0.538
C 1.60 -6.94 -1.57 -0.323
C 2.96 -6.77 -1.80 -0.106
C 3.89 -7.62 -1.24 -0.064
C 3.47 -8.68 -0.44 -0.073
C 2.12 -8.87 -0.23 -0.073
C 1.18 -8.02 -0.79 -0.071
C -1.19 -6.45 -2.03 -0.353
C -1.61 -6.56 -0.71 -0.135
C -2.80 -7.20 -0.42 -0.106
C -3.60 -7.70 -1.44 -0.082
C -3.20 -7.55 -2.76 -0.066
C -1.99 -6.93 -3.06 -0.090
C 0.54 -4.16 -1.68 -0.326
C 1.53 -3.11 -1.65 -0.354
N 0.90 -2.04 -1.21 0.048
N -0.36 -2.39 -0.98 -0.157
N -0.61 -3.67 -1.26 0.146
P 3.29 -2.66 -1.99 1.145
Se 0.11 0.96 -2.54 0.014
C 4.22 -3.80 -0.91 -0.393
C 3.69 -4.18 0.33 -0.112
C 4.47 -4.83 1.26 -0.085
C 5.80 -5.11 0.99 -0.091
C 6.34 -4.73 -0.23 -0.085
C 5.56 -4.07 -1.17 -0.106
C 3.64 -3.13 -3.72 -0.391
C 4.24 -4.30 -4.18 -0.143
C 4.47 -4.48 -5.53 -0.088
C 4.11 -3.50 -6.44 -0.081
C 3.53 -2.32 -5.99 -0.075
C 3.31 -2.13 -4.64 -0.104
H 3.28 -5.96 -2.44 0.054
H 4.95 -7.47 -1.43 0.108
H 4.19 -9.35 0.00 0.105
H 1.78 -9.71 0.37 0.105
H 0.13 -8.22 -0.64 0.092
H -1.00 -6.17 0.09 0.112
H -3.12 -7.31 0.61 0.109
H -4.52 -8.20 -1.21 0.106
H -3.81 -7.93 -3.56 0.107
H -1.66 -6.83 -4.08 0.054
H 2.66 -3.96 0.56 0.101
H 4.04 -5.12 2.21 0.106
H 6.42 -5.61 1.73 0.101
H 7.38 -4.94 -0.45 0.104
H 6.00 -3.76 -2.11 0.104
H 4.55 -5.07 -3.48 0.078
H 4.92 -5.40 -5.87 0.107
H 4.30 -3.65 -7.50 0.104
H 3.26 -1.55 -6.70 0.106
H 2.87 -1.21 -4.29 0.092
S 0.93 -1.29 3.91 1.105
C -0.10 -0.77 2.65 -0.440
N 0.47 -0.51 1.51 -0.141
C 1.86 -0.68 1.59 -0.334
C 2.77 -0.41 0.58 -0.072
C 4.11 -0.64 0.83 -0.073
C 4.53 -1.12 2.08 -0.074
C 3.64 -1.36 3.09 -0.085
C 2.29 -1.13 2.84 -0.457
H -1.15 -0.65 2.81 0.047
H 2.44 -0.02 -0.37 0.034
H 4.83 -0.45 0.05 0.110
H 5.59 -1.29 2.25 0.109
H 3.97 -1.71 4.06 0.109
O -2.21 0.95 0.76 -0.507
Si -3.51 0.20 1.31 0.492
C -3.45 -0.10 3.16 -0.248
C -2.74 0.80 3.96 -0.099
C -2.72 0.66 5.34 -0.074
C -3.40 -0.39 5.94 -0.084
C -4.10 -1.29 5.16 -0.083
C -4.13 -1.15 3.78 -0.096
C -5.05 1.15 0.88 -0.226
C -6.30 0.82 1.41 -0.098
C -7.44 1.52 1.04 -0.085
C -7.34 2.58 0.15 -0.086
C -6.10 2.94 -0.37 -0.075
C -4.97 2.22 0.00 -0.072
C -3.63 -1.50 0.42 -0.253
C -4.87 -1.82 -0.33 -0.026
C -5.22 -3.07 -0.66 -0.056
C -4.51 -4.23 -0.17 -0.060
C -3.43 -4.10 0.61 -0.042
C -2.85 -2.78 0.85 -0.143
H -2.21 1.62 3.48 0.109
H -2.17 1.37 5.94 0.108
H -3.38 -0.49 7.02 0.103
H -4.63 -2.11 5.63 0.102
H -4.67 -1.87 3.19 0.104
H -6.39 0.01 2.12 0.101
H -8.40 1.25 1.45 0.101
H -8.22 3.13 -0.14 0.102
H -6.02 3.77 -1.06 0.101
H -4.01 2.50 -0.40 0.073
H -5.51 -0.99 -0.59 0.103
H -6.14 -3.24 -1.22 0.107
H -4.91 -5.21 -0.37 0.099
H -2.97 -4.94 1.10 0.092
H -2.18 -2.69 1.71 0.142
N -2.43 -1.95 -0.26 0.018
C -1.32 -1.38 -0.64 -0.235
```

Computed properties:
ΔE to the lowest compared entry with this formula, charge and spin: 562.7 kJ/mol
HOMO-LUMO gap (alpha / beta): 5.815 / 5.333 eV
E_HOMO (alpha / beta): -0.246 / -0.246 Ha
2S+1: 2
net charge: 0
<S²>: 1.16
total energy: -387481.0032 eV

***

Question: What is the formula in the first record?
Answer: C64H48MnN3O3P2S